Entry from the Open Molecules 2025 dataset: a gas-phase ion, C27H29N2 (charge +1) at a distorted geometry (ωB97M-V/def2-TZVPD).

Each line ends with the Mulliken charge.
Atoms and positions in Å:
C (2.61800, 0.98016, 0.98202)  -1.89
C (1.56079, 0.00023, 0.45430)  -0.48
C (1.34230, 0.18294, -1.06341)  1.59
C (0.28448, -0.73639, -1.55001)  -1.38
N (-0.97804, -0.39367, -1.69751)  0.40
C (-1.91836, -1.51336, -1.84044)  -0.56
C (-3.32196, -1.13957, -2.27754)  -0.80
C (-3.79007, 0.16880, -1.64433)  -0.66
C (-2.83230, 1.30385, -2.00425)  -0.92
C (-1.37435, 1.02518, -1.63027)  0.26
C (2.69843, -0.12027, -1.70183)  -0.14
C (3.51404, 0.93196, -2.12331)  -0.19
C (4.88787, 0.72359, -2.27475)  -0.69
C (5.42481, -0.55456, -2.06810)  -0.52
C (4.57616, -1.63632, -1.80914)  -0.88
C (3.19853, -1.42540, -1.68645)  -0.27
N (0.29491, 0.03201, 1.23407)  1.21
C (-0.29017, -1.06604, 1.88045)  0.99
C (0.16120, -2.37781, 1.98728)  -0.89
C (-0.55858, -3.25107, 2.82268)  -0.82
C (-1.70244, -2.82041, 3.51906)  -0.77
C (-2.13140, -1.49576, 3.43264)  -0.29
C (-1.40301, -0.61616, 2.63676)  -0.25
C (-1.47592, 0.80735, 2.46738)  -0.01
C (-2.34849, 1.76644, 2.96662)  -0.39
C (-2.11055, 3.10675, 2.65003)  -0.85
C (-0.98656, 3.48116, 1.89921)  -0.81
C (-0.08276, 2.52690, 1.41489)  0.00
C (-0.37849, 1.18413, 1.64688)  0.06
H (3.60578, 0.51715, 0.85053)  0.45
H (2.65637, 1.93522, 0.44898)  0.38
H (2.48013, 1.14272, 2.05364)  0.42
H (1.94725, -1.01156, 0.60926)  0.22
H (1.05595, 1.22964, -1.25173)  0.80
H (0.55063, -1.74828, -1.89789)  0.33
H (-1.47920, -2.21937, -2.55604)  0.42
H (-1.97338, -2.04165, -0.87528)  0.35
H (-3.34628, -1.06219, -3.37116)  0.35
H (-3.98799, -1.96004, -1.99042)  0.36
H (-4.79597, 0.41431, -2.01095)  0.36
H (-3.84967, 0.05118, -0.55113)  0.30
H (-2.87115, 1.49247, -3.08700)  0.38
H (-3.15465, 2.23331, -1.51310)  0.37
H (-1.19445, 1.42309, -0.61615)  -0.10
H (-0.73932, 1.62842, -2.30503)  0.36
H (3.06126, 1.91700, -2.27790)  0.41
H (5.52012, 1.56969, -2.55082)  0.39
H (6.50137, -0.69924, -2.13603)  0.42
H (4.98881, -2.64097, -1.70223)  0.40
H (2.53339, -2.27748, -1.53216)  0.26
H (1.04782, -2.69370, 1.43646)  0.40
H (-0.22328, -4.27959, 2.93791)  0.42
H (-2.24183, -3.53181, 4.14844)  0.39
H (-2.99875, -1.12147, 3.97612)  0.43
H (-3.18851, 1.44570, 3.57596)  0.47
H (-2.79752, 3.87805, 2.99935)  0.40
H (-0.80602, 4.53309, 1.68320)  0.44
H (0.82102, 2.80161, 0.88223)  0.31

Atoms 1-3, force components in eV/Å:
0.58 -0.39 -0.01
-0.97 -0.25 1.50
0.20 0.07 -1.03

Output
gap between HOMO and LUMO: 6.66 eV
highest occupied orbital energy: -0.3905 hartree
E_LUMO: -3.97 eV
energy relative to the best compared isomer or geometry (same formula, charge and spin): 0.376 eV
charge: +1
largest force on an atom: 2.68 eV Å⁻¹
SMILES: C[C@H]([C@H](C=[N+]1CCCCC1)c1ccccc1)n1c2ccccc2c2ccccc21